# 1
The following is a quantum chemistry calculation of a cluster of 12 separate species, C42H42Cl12N6O12 in total in a non-equilibrium geometry, from the Open Molecules 2025 dataset.

Geometry as XYZ:
```
114
Properties=species:S:1:pos:R:3:forces:R:3:lowdin_charge:R:1
O -2.8502 0.6811 -8.4257 -0.991 -0.461 -0.159 0.09
N -1.9932 1.1966 -7.7669 1.039 -0.091 1.079 -0.36
O -1.0951 1.8648 -8.2245 0.424 0.481 0.021 0.07
C -1.9642 0.9599 -6.2794 -0.561 -0.252 0.549 -0.12
C -1.0261 1.5762 -5.4625 0.286 0.953 -0.219 -0.03
C -1.1105 1.4768 -4.0795 0.248 -0.680 -0.212 -0.07
C -2.0502 0.5932 -3.5605 0.487 0.104 1.427 -0.09
C -2.8996 -0.1385 -4.3650 -0.566 -0.421 -0.134 -0.07
C -2.9230 0.1023 -5.7241 0.573 0.492 -1.293 0.00
H -0.2441 2.2187 -5.8419 -0.111 -0.035 -0.467 0.11
H -0.3617 1.9939 -3.4472 -0.767 -0.462 -0.512 0.10
H -2.0903 0.4466 -2.4732 -0.017 0.053 -0.501 0.06
H -3.5444 -0.9163 -3.9396 0.111 0.558 -0.081 0.10
H -3.6112 -0.3191 -6.4492 -0.090 -0.314 0.420 0.12
O -2.1108 -0.9448 3.2532 0.108 0.830 0.299 0.04
N -2.1521 -1.7849 4.1259 0.145 -0.041 1.346 -0.34
O -2.4150 -2.9338 3.9165 0.007 -1.149 0.027 0.11
C -1.9531 -1.4150 5.5968 -0.393 1.186 -0.791 -0.14
C -2.4479 -0.1984 6.0030 -0.734 1.337 -2.049 -0.03
C -2.4615 0.1241 7.3298 -0.372 0.824 0.891 -0.07
C -1.9774 -0.7651 8.2586 0.174 -0.106 1.204 -0.08
C -1.4703 -1.9692 7.8727 0.651 -0.430 -0.138 -0.07
C -1.4137 -2.2419 6.5425 -0.416 -1.398 -1.497 -0.03
H -2.8431 0.5315 5.2505 0.365 -0.831 0.723 0.13
H -2.9033 1.0605 7.6624 0.192 -0.087 -0.156 0.12
H -1.9376 -0.6138 9.3197 -0.400 0.727 0.325 0.11
H -1.0847 -2.7260 8.5451 -0.051 0.307 0.218 0.12
H -1.0752 -3.1856 6.2279 0.577 -1.109 -0.428 0.11
O 2.8678 5.4082 -3.0262 0.447 -0.414 -0.141 0.08
N 2.1860 4.4979 -2.5990 -2.332 1.632 -0.679 -0.35
O 2.5013 3.7260 -1.7547 0.712 -1.669 1.299 0.07
C 0.7396 4.5107 -3.0580 -0.353 0.739 -0.698 -0.12
C -0.3717 4.1858 -2.2783 0.716 -0.293 -0.267 -0.03
C -1.6673 4.4527 -2.7486 0.942 0.150 0.212 -0.09
C -1.8476 5.1472 -3.9176 0.954 -0.169 -1.419 -0.04
C -0.7038 5.4514 -4.7504 -1.460 -0.491 2.161 -0.03
C 0.5610 5.1214 -4.3056 -0.206 0.154 -0.061 -0.03
H -0.2644 3.6592 -1.3493 0.183 -0.034 0.424 0.10
H -2.5097 4.1290 -2.1640 -0.127 0.014 0.195 0.07
H -2.8790 5.3303 -4.2292 0.492 0.270 -0.146 0.11
H -0.8360 6.0454 -5.6177 -0.065 0.153 -0.859 0.10
H 1.4189 5.3962 -4.9039 0.030 -0.013 0.111 0.12
O 0.8257 -2.5518 -5.1163 0.215 0.790 1.324 0.09
N 1.0809 -2.0767 -4.0080 -0.521 -1.029 -0.332 -0.32
O 0.7023 -2.5465 -2.9387 -0.102 -0.024 -0.621 0.04
C 1.9360 -0.9062 -3.9092 0.144 0.400 -0.020 -0.16
C 1.9953 -0.0164 -4.9595 -0.021 0.428 -0.959 -0.01
C 2.8915 1.0568 -4.9066 -0.648 0.308 -1.011 -0.06
C 3.6611 1.2351 -3.7748 -0.014 0.395 -0.377 -0.08
C 3.4876 0.3889 -2.7110 0.507 0.085 2.054 -0.08
C 2.6375 -0.6925 -2.7282 -0.350 -0.104 -0.776 -0.01
H 1.3287 -0.1048 -5.8284 0.439 -0.280 0.461 0.13
H 2.9038 1.7617 -5.7719 0.179 -0.639 0.898 0.13
H 4.3618 2.0476 -3.6500 -0.028 0.156 -0.261 0.11
H 3.9868 0.6586 -1.7657 -0.101 -0.386 -0.537 0.12
H 2.4652 -1.3517 -1.8974 0.205 -0.054 0.236 0.10
O 0.6464 0.2392 4.6336 0.262 -0.343 0.242 0.05
N 0.6905 -0.5851 3.7427 -0.375 0.496 -2.014 -0.34
O 0.5488 -1.7771 3.8407 0.177 -0.375 0.717 0.05
C 0.8255 -0.0709 2.3264 -0.353 0.408 0.998 -0.17
C 1.2661 1.2158 2.1701 0.572 2.253 0.216 -0.01
C 1.2577 1.8067 0.8890 0.581 -1.206 1.105 -0.05
C 0.8872 1.0298 -0.1826 -0.669 -0.337 -1.522 -0.09
C 0.4026 -0.2745 -0.0389 0.520 0.584 0.954 -0.08
C 0.3454 -0.7947 1.2565 -0.950 -1.892 -0.895 -0.04
H 1.5998 1.8932 3.0088 -0.444 -1.264 -0.787 0.10
H 1.6989 2.7750 0.7981 -0.087 0.570 -0.277 0.09
H 0.8826 1.3881 -1.2174 0.306 0.321 0.437 0.10
H 0.1181 -0.8434 -0.9250 -0.075 0.045 0.449 0.06
H -0.1635 -1.7797 1.3663 0.732 0.799 0.302 0.13
O -0.5200 -7.6111 -3.6503 -1.084 0.034 0.593 0.07
N -1.4814 -7.5557 -2.8934 -0.088 0.063 0.896 -0.33
O -2.6382 -7.8696 -3.1406 1.081 0.125 -0.241 0.07
C -1.2422 -7.0399 -1.4759 0.839 0.300 -1.058 -0.16
C -2.1758 -7.2184 -0.5093 -0.305 -0.187 2.279 -0.03
C -1.9193 -6.7333 0.8262 -2.295 -0.874 -1.715 -0.05
C -0.8415 -5.9333 1.0225 0.227 0.395 1.094 -0.11
C 0.0555 -5.7053 0.0184 1.577 0.426 -1.453 -0.07
C -0.0821 -6.3125 -1.2349 -0.314 0.140 0.558 -0.01
H -3.0660 -7.7795 -0.7198 -0.274 -0.066 -0.055 0.11
H -2.7140 -6.8818 1.5873 0.854 0.028 -0.528 0.12
H -0.6349 -5.4544 1.9687 -0.260 -0.046 0.202 0.11
H 0.8872 -5.0107 0.2378 -0.351 -0.645 -0.380 0.10
H 0.6329 -6.2662 -2.0291 0.397 0.390 -0.185 0.11
Cl -1.2657 4.1317 5.8321 -0.425 0.677 -0.195 0.52
C 0.3834 3.5597 5.7204 0.550 0.169 0.863 -1.06
Cl 1.4485 4.2703 4.5044 -0.273 0.247 -0.257 0.53
H 0.8697 3.7508 6.6848 -0.267 -0.299 -0.375 0.01
H 0.2651 2.5286 5.4934 0.384 -0.833 -0.058 -0.03
Cl 4.1572 5.1899 1.6954 -0.154 -0.210 -0.061 0.49
C 3.5462 5.9062 0.1815 -0.464 0.536 1.078 -1.03
Cl 3.9348 7.6375 0.1683 0.065 -0.124 -0.334 0.51
H 4.0060 5.3725 -0.6216 0.141 0.035 -0.520 -0.01
H 2.4532 5.8467 0.1944 0.399 -0.213 -0.125 0.03
Cl -3.0659 2.2710 -0.0117 0.121 -0.183 0.377 0.48
C -2.5318 1.5586 1.5991 -0.970 -0.842 -1.808 -1.01
Cl -2.5822 2.7436 2.8304 0.141 0.334 0.732 0.58
H -3.2294 0.7160 1.7574 0.501 0.637 0.213 0.03
H -1.5430 1.2029 1.3646 0.337 -0.030 0.421 -0.02
Cl 3.3213 -2.9768 0.9342 0.521 0.361 0.983 0.52
C 4.3746 -2.0668 2.0729 -0.212 0.937 0.219 -0.96
Cl 3.7986 -1.6749 3.7144 -0.732 -0.275 0.002 0.55
H 5.2956 -2.5415 2.3356 0.394 -0.759 -0.788 0.01
H 4.5482 -1.0801 1.6605 0.060 -0.210 -0.436 0.02
Cl 2.3346 -0.1809 9.0764 -0.253 -0.389 -0.057 0.50
C 2.5050 0.1981 7.3493 -0.525 -0.820 0.115 -1.06
Cl 3.1178 1.7956 7.2107 0.660 1.153 -0.506 0.57
H 3.1608 -0.5362 6.8949 0.257 0.119 0.106 0.02
H 1.5536 0.1597 6.8300 -0.188 -0.115 0.317 0.00
Cl -2.2947 -2.0493 -1.3191 0.081 1.414 1.224 0.64
C -2.6399 -3.4893 -2.1536 -0.348 -0.420 -2.167 -1.09
Cl -3.9730 -4.4256 -1.5557 -0.705 -0.315 0.527 0.59
H -2.9011 -3.2122 -3.1952 0.382 -0.312 0.612 0.04
H -1.7639 -4.0940 -2.1214 0.569 -0.478 -0.135 0.00
```
Positions in Å, forces in eV/Å.

Output
Largest force on an atom ... 2.995 eV/Å
SMILES ... O=[N+]([O-])c1ccccc1.O=[N+]([O-])c1ccccc1.O=[N+]([O-])c1ccccc1.O=[N+]([O-])c1ccccc1.O=[N+]([O-])c1ccccc1.O=[N+]([O-])c1ccccc1.ClCCl.ClCCl.ClCCl.ClCCl.ClCCl.ClCCl
HOMO ... -9.83 eV
Frontier orbital gap ... 8.880 eV



# 2
The following is a quantum chemistry calculation of a cluster of 2 separate species, C29H43OSi in total in a non-equilibrium geometry, from the Open Molecules 2025 dataset.

Geometry as XYZ:
```
74
Properties=species:S:1:pos:R:3:forces:R:3:lowdin_charge:R:1
C -1.0005 5.8358 -2.3707 0.052 -0.076 -0.041 -0.16
Si 0.3056 4.7863 -3.1712 -0.260 0.362 0.253 0.44
C -0.4186 3.7412 -4.5279 0.047 -0.153 0.009 -0.16
C 1.7409 5.8304 -3.7198 0.073 -0.139 0.019 -0.15
O 0.7891 3.7890 -1.8725 -0.651 -0.038 -0.113 -0.15
C 1.4850 2.6612 -1.9835 1.348 -0.579 1.481 -0.18
C 2.1589 2.0867 -0.9150 -1.492 1.804 -1.647 -0.12
C 3.2894 1.2667 -1.1971 1.123 -1.533 0.621 -0.22
C 4.2584 0.9319 -0.3069 -0.298 0.410 -1.172 -0.02
H -1.4250 6.5745 -3.0601 0.066 -0.117 0.138 0.04
H -1.8009 5.1870 -2.0062 -0.059 0.118 0.009 0.03
H -0.5628 6.3567 -1.5152 -0.107 0.045 -0.044 0.04
H -0.7642 4.3687 -5.3581 0.098 -0.090 0.135 0.05
H 0.3049 3.0226 -4.9235 -0.097 0.042 -0.079 0.03
H -1.2817 3.1864 -4.1446 0.077 0.018 -0.077 0.04
H 1.4439 6.5115 -4.5256 0.020 -0.121 0.102 0.04
H 2.1003 6.4352 -2.8815 0.000 -0.057 -0.091 0.04
H 2.5710 5.2170 -4.0802 0.002 0.086 -0.011 0.04
H 1.5709 2.2514 -2.9971 0.259 0.024 0.259 0.12
H 1.9582 2.4413 0.1040 0.302 0.186 -0.453 0.11
H 3.3716 0.8954 -2.2300 -0.102 -0.077 0.481 0.11
H 5.0449 0.2365 -0.5978 -0.070 0.326 0.052 0.06
H 4.3878 1.4578 0.6356 -0.322 -0.287 0.044 0.06
C -0.1264 -6.8413 3.0247 -0.156 -0.394 0.180 -0.05
C 0.3341 -5.5054 2.5383 0.011 0.324 -0.361 -0.26
C 0.1808 -4.3825 3.3357 -0.022 -0.304 0.107 -0.02
C 0.6202 -3.1245 2.9538 0.108 -0.126 -0.541 -0.21
C 0.4370 -2.0404 3.9693 -0.218 0.302 0.570 -0.05
C 1.2003 -2.9485 1.6806 -0.067 0.220 0.173 -0.11
C 1.7463 -1.5835 1.2203 -0.076 -0.190 -0.211 -0.29
C 2.9696 -1.1461 2.0372 0.087 -0.085 0.024 -0.03
C 0.6970 -0.4357 1.1555 0.767 -0.338 0.393 -0.13
C -0.4075 -0.6891 0.2203 -1.256 0.582 0.350 0.16
C -1.6557 -0.0403 0.1242 0.549 -0.243 -0.140 -0.08
C -2.6855 -0.6245 -0.7118 -0.250 0.086 0.049 -0.16
C -2.4849 -1.9359 -1.3986 -0.130 -0.362 -0.335 -0.03
C -3.9102 0.0055 -0.8386 0.151 -0.718 -0.376 0.01
C -4.2134 1.1919 -0.1793 0.105 0.149 -0.131 -0.21
C -5.5342 1.8615 -0.3835 0.013 0.137 0.203 -0.01
C -3.2437 1.7463 0.6521 0.213 0.358 0.301 0.02
C -1.9932 1.1823 0.8194 -0.140 -0.087 0.407 -0.14
C -1.0641 1.8468 1.7785 0.018 0.651 0.209 -0.01
C 1.3562 -4.0822 0.8567 -0.075 0.208 0.119 -0.22
C 2.0226 -4.0082 -0.4871 0.114 -0.093 -0.277 -0.05
C 0.9179 -5.3295 1.2836 -0.165 -0.033 0.512 0.00
H 0.0565 -7.6194 2.2807 -0.029 0.049 0.086 0.08
H 0.3928 -7.1273 3.9497 -0.086 0.073 -0.224 0.09
H -1.2009 -6.8336 3.2535 0.230 0.008 -0.077 0.09
H -0.2859 -4.5079 4.3107 0.097 0.085 -0.029 0.13
H 0.9857 -1.1281 3.7525 -0.110 -0.106 0.136 0.04
H -0.6286 -1.7902 4.0761 0.178 0.028 -0.034 0.09
H 0.7665 -2.3974 4.9580 -0.073 0.164 -0.327 0.10
H 2.0993 -1.7013 0.1897 -0.031 0.005 0.121 0.11
H 3.7214 -1.9460 2.0368 -0.172 0.188 0.006 0.10
H 3.4203 -0.2529 1.5947 -0.091 -0.203 0.126 0.04
H 2.7189 -0.9297 3.0787 0.133 -0.042 -0.163 0.07
H 0.2909 -0.2629 2.1580 -0.035 0.150 -0.251 0.10
H 1.2523 0.4906 0.8909 -0.417 -0.338 -0.046 0.12
H -0.2649 -1.5567 -0.4160 -0.066 -0.021 -0.089 0.12
H -3.3909 -2.2059 -1.9513 0.241 0.067 0.080 0.09
H -1.6605 -1.8898 -2.1167 -0.052 -0.062 0.070 0.10
H -2.2861 -2.7552 -0.6957 0.047 0.242 -0.070 0.11
H -4.6798 -0.4445 -1.4697 0.276 0.052 0.161 0.14
H -5.5950 2.7686 0.2155 -0.080 -0.018 -0.029 0.09
H -5.6789 2.1363 -1.4326 0.078 -0.116 0.060 0.10
H -6.3599 1.2029 -0.1010 0.092 -0.014 -0.049 0.10
H -3.4893 2.6611 1.1983 0.165 -0.280 -0.194 0.13
H -1.4782 2.8182 2.0823 0.123 -0.296 -0.128 0.10
H -0.9399 1.2614 2.7012 0.046 0.038 -0.302 0.11
H -0.0835 2.0326 1.3320 -0.106 -0.073 0.147 0.08
H 2.0535 -5.0075 -0.9311 0.022 0.198 0.009 0.08
H 1.4731 -3.3598 -1.1809 0.194 -0.026 0.025 0.08
H 3.0577 -3.6514 -0.4104 -0.221 0.022 -0.088 0.09
H 1.0431 -6.1920 0.6393 0.053 0.028 -0.028 0.12
```
Positions in Å, forces in eV/Å.

Output
Net charge ... +1
Largest force on an atom ... 2.862 eV/Å
HOMO ... -10.16 eV
Frontier orbital gap ... 4.956 eV
ΔE to the lowest compared entry with this formula, charge and spin ... 28.07 kJ/mol



| no. | LUMO (eV) |
| --- | --- |
| 1 | -0.95 |
| 2 | -5.20 |